1.
ORCA calculation (the ωB97M-V functional and the def2-TZVPD basis) on 4 unconnected molecules or ions with the total composition C21H50BrN3O in a non-equilibrium geometry.

The maximum force comes out at 3.37 eV/Å. For the total energy, the calculation gives -3642.58068 Eh. The HOMO energy (alpha / beta) comes out at -18.2 / -18.2 eV. The spin multiplicity is 2. As for the total charge: +3. Its HOMO-LUMO gap (alpha / beta) is 11.614 / 6.165 eV.

Positions of all 76 atoms, in Å:
C (5.5524, -19.5193, 0.9941)
C (5.1248, -18.4765, -0.1169)
C (6.0211, -18.5797, -1.4109)
N (5.9889, -17.4691, -2.4733)
C (6.0922, -16.1304, -1.7489)
C (7.2355, -17.6358, -3.4179)
C (6.7595, -18.2824, -4.6578)
C (5.2439, -18.5112, -4.6328)
C (4.7941, -17.5777, -3.4649)
H (5.4055, -20.5502, 0.6722)
H (4.9377, -19.5118, 1.8942)
H (6.5712, -19.2755, 1.2953)
H (5.1352, -17.5434, 0.4464)
H (4.1470, -18.8646, -0.4021)
H (5.9774, -19.5542, -1.8972)
H (7.0321, -18.6094, -1.0046)
H (6.9690, -16.0703, -1.1043)
H (5.1144, -16.2305, -1.2777)
H (6.0752, -15.2773, -2.4272)
H (7.7681, -16.6964, -3.5655)
H (8.0615, -18.2666, -3.0892)
H (7.1381, -17.5644, -5.3853)
H (7.1838, -19.2517, -4.9194)
H (4.7552, -18.2310, -5.5660)
H (5.0369, -19.5555, -4.3994)
H (4.7322, -16.5866, -3.9145)
H (3.7879, -17.7923, -3.1050)
C (0.7954, -15.8592, -6.0596)
C (-0.1193, -17.0670, -6.0715)
C (0.5473, -18.1924, -6.9315)
N (-0.4048, -19.4457, -6.9599)
C (-1.6385, -19.1768, -7.8695)
C (-0.9726, -19.9132, -5.5600)
C (-1.4739, -21.3494, -5.8891)
C (-0.7388, -21.9178, -7.1341)
C (0.1641, -20.7254, -7.5677)
H (1.6889, -15.7527, -5.4445)
H (0.1787, -15.0083, -5.7702)
H (1.0233, -15.7403, -7.1189)
H (-1.0750, -16.7638, -6.4991)
H (-0.4339, -17.3557, -5.0687)
H (1.4969, -18.5411, -6.5257)
H (0.8447, -17.8188, -7.9114)
H (-1.1337, -18.6590, -8.6851)
H (-2.3676, -18.5389, -7.3700)
H (-2.1324, -20.0880, -8.2071)
H (-1.7151, -19.2360, -5.1379)
H (-0.1068, -20.0016, -4.9036)
H (-2.5622, -21.2912, -5.8696)
H (-1.1666, -21.8842, -4.9904)
H (-1.5068, -22.1307, -7.8777)
H (-0.2858, -22.8935, -6.9587)
H (0.1694, -20.5840, -8.6485)
H (1.1591, -20.9600, -7.1894)
C (2.8157, -23.1926, 4.0448)
N (2.3305, -22.9904, 2.5973)
C (1.6633, -24.3092, 2.0767)
C (1.1819, -21.8985, 2.8350)
C (3.4680, -22.6078, 1.5958)
C (2.9435, -22.1256, 0.2157)
O (2.5123, -20.7680, 0.2305)
H (1.9539, -23.4216, 4.6716)
H (3.2634, -22.3053, 4.4924)
H (3.4871, -24.0491, 3.9847)
H (1.0041, -23.9168, 1.3024)
H (0.9885, -24.8483, 2.7416)
H (2.4042, -24.9505, 1.5993)
H (1.7281, -20.9555, 2.8607)
H (0.4909, -22.2946, 3.5790)
H (0.6504, -21.8553, 1.8844)
H (4.0136, -23.5475, 1.5094)
H (3.9476, -21.7935, 2.1390)
H (2.1160, -22.6888, -0.2160)
H (3.7558, -22.0785, -0.5097)
H (2.4331, -20.4426, -0.6692)
Br (1.8330, -19.9367, -2.7315)


2.
ORCA calculation (the ωB97M-V functional and the def2-TZVPD basis) on 6 unconnected molecules or ions with the total composition C21H50IO13PS3 in a non-equilibrium geometry.

The maximum force comes out at 3.28 eV/Å. For the total energy, the calculation gives -3641.75547 Eh. The HOMO energy comes out at -9.2 eV. As for the total charge: 0. Its HOMO-LUMO gap is 8.551 eV.

Positions of all 89 atoms, in Å:
O (4.4247, -2.9697, 1.8165)
C (3.4556, -2.4400, 1.4454)
O (3.3494, -2.1121, 0.1117)
C (2.2755, -2.1394, 2.3677)
C (1.0886, -3.1046, 2.1000)
C (-0.1978, -2.8296, 2.9387)
C (-1.0804, -4.1197, 2.7463)
S (-2.5494, -3.9790, 1.6663)
O (-3.6858, -4.1454, 2.5391)
O (-2.5702, -4.9923, 0.6510)
O (0.2907, -2.9861, 4.3147)
S (0.3921, -1.5525, 5.0524)
O (-0.4270, -1.4043, 6.1943)
O (1.7253, -1.2160, 5.3902)
O (0.0317, -0.6592, 3.7243)
C (-0.8517, -1.4376, 2.8721)
I (-2.7686, -1.1326, 3.8274)
P (-0.7807, -0.4893, 1.2222)
S (-1.1114, 1.4085, 1.4641)
H (4.1465, -1.6156, -0.1277)
H (1.9938, -1.0824, 2.2463)
H (2.6666, -2.2792, 3.3834)
H (1.4465, -4.1165, 2.3397)
H (0.8397, -3.0723, 1.0236)
H (-1.4339, -4.4170, 3.7447)
H (-0.5078, -4.9758, 2.3636)
H (-2.6640, -2.6994, 1.1611)
H (0.4937, -0.7120, 0.6303)
H (-1.7542, -1.0190, 0.3351)
C (-6.3919, 0.5908, 0.9808)
C (-5.6030, -0.3990, 0.1379)
C (-6.5081, -1.4742, -0.4416)
O (-4.5886, -1.0094, 0.9334)
H (-6.8711, 0.0858, 1.8250)
H (-5.7290, 1.3509, 1.3983)
H (-7.1630, 1.0870, 0.3891)
H (-5.0966, 0.1293, -0.6710)
H (-6.9902, -2.0465, 0.3564)
H (-5.9277, -2.1816, -1.0358)
H (-7.2834, -1.0393, -1.0752)
H (-5.0192, -1.4851, 1.6555)
C (3.2993, 1.8588, 5.7940)
C (3.1628, 2.6253, 4.4874)
C (2.4931, 3.9737, 4.7041)
O (2.3996, 1.8570, 3.5587)
H (2.3169, 1.6604, 6.2313)
H (3.7717, 0.8906, 5.6227)
H (3.8968, 2.4160, 6.5184)
H (4.1497, 2.7730, 4.0439)
H (1.4840, 3.8441, 5.1057)
H (2.3934, 4.5084, 3.7576)
H (3.0661, 4.5934, 5.3964)
H (1.5225, 1.7183, 3.9377)
C (2.7474, 2.4745, 0.5302)
C (3.0832, 2.1740, -0.9202)
C (3.2985, 3.4493, -1.7185)
O (2.0195, 1.4167, -1.5076)
H (1.8231, 3.0540, 0.6045)
H (2.5862, 1.5519, 1.0863)
H (3.5496, 3.0358, 1.0130)
H (3.9825, 1.5561, -0.9687)
H (2.3934, 4.0632, -1.7228)
H (3.5278, 3.2143, -2.7598)
H (4.1176, 4.0409, -1.3060)
H (1.2192, 1.9550, -1.4677)
C (2.5373, 1.5440, -6.9718)
C (2.9928, 2.9002, -6.4545)
C (4.3781, 2.8172, -5.8326)
O (2.0613, 3.3782, -5.4859)
H (2.4790, 0.8185, -6.1553)
H (1.5390, 1.6163, -7.4064)
H (3.2213, 1.1595, -7.7308)
H (3.0011, 3.6212, -7.2737)
H (4.3797, 2.1326, -4.9791)
H (4.6888, 3.7938, -5.4574)
H (5.1172, 2.4700, -6.5572)
H (2.0448, 2.7476, -4.7552)
C (-4.5468, -1.3476, -4.4691)
C (-3.2249, -1.1416, -3.7458)
C (-2.0920, -1.8784, -4.4436)
O (-3.3398, -1.6032, -2.3991)
H (-4.8175, -2.4073, -4.4865)
H (-5.3517, -0.8213, -3.9530)
H (-4.4959, -0.9849, -5.4972)
H (-2.9947, -0.0758, -3.6985)
H (-2.2832, -2.9552, -4.4604)
H (-1.1521, -1.7296, -3.9093)
H (-1.9679, -1.5313, -5.4709)
H (-3.5437, -2.5462, -2.4245)


3.
ORCA calculation (the ωB97M-V functional and the def2-TZVPD basis) on 8 unconnected molecules or ions with the total composition C21H50N3O11S3 in a non-equilibrium geometry.

The maximum force comes out at 11.10 eV/Å. For the total energy, the calculation gives -3015.83844 Eh. The HOMO energy comes out at -11.5 eV. As for the total charge: +1. Its HOMO-LUMO gap is 8.599 eV.

Positions of all 88 atoms, in Å:
C (2.7170, 42.6330, 7.0730)
C (3.5570, 41.6800, 7.9230)
O (4.0540, 41.9870, 8.9900)
N (3.9290, 40.3280, 7.2740)
H (3.5240, 40.4390, 6.3610)
H (5.0490, 40.4260, 7.2610)
C (3.7180, 39.1770, 8.1390)
H (2.4490, 43.5210, 7.6630)
H (1.7890, 42.0730, 6.7780)
H (3.3150, 42.7680, 6.1040)
H (4.4210, 39.1840, 9.0360)
H (3.5800, 38.2920, 7.5030)
H (2.7130, 39.3510, 8.6440)
C (7.9570, 39.5390, 10.2270)
C (8.9020, 39.2760, 9.1150)
O (10.1010, 39.2930, 9.3960)
N (8.4340, 38.8700, 7.7370)
H (7.7350, 38.2950, 7.9690)
H (7.7530, 39.5870, 7.4180)
C (9.5850, 38.7620, 6.7660)
H (7.6110, 40.4870, 9.7300)
H (8.3970, 39.7690, 11.2640)
H (7.0750, 38.9240, 10.4250)
H (9.6170, 39.7590, 6.5410)
H (9.3460, 38.1580, 5.9440)
H (10.2700, 37.8670, 7.0480)
C (4.9940, 37.0680, 4.3280)
C (6.1240, 38.0890, 4.2930)
O (7.2270, 37.6400, 3.9600)
N (5.8240, 39.6280, 4.5020)
H (4.8610, 39.9270, 4.5690)
H (6.3220, 39.9700, 5.4520)
C (6.7610, 40.4160, 3.6460)
H (5.3240, 36.2060, 4.8130)
H (4.6710, 37.0300, 3.4600)
H (4.3380, 37.3980, 5.1570)
H (6.8150, 39.8950, 2.5760)
H (7.6740, 40.3350, 4.1090)
H (6.5410, 41.5050, 3.6730)
O (6.5040, 40.3720, 6.9830)
H (6.7850, 41.1270, 7.2550)
O (3.3830, 40.2950, 4.7210)
H (2.8430, 40.0690, 3.9910)
C (4.6910, 45.4690, 0.0620)
C (5.6320, 46.4450, 0.8860)
C (6.1680, 45.8150, 1.9140)
S (4.9740, 44.7100, 2.5500)
O (4.2730, 45.5160, 3.5830)
O (5.6910, 43.5830, 2.9330)
C (3.9990, 44.5490, 1.0850)
H (5.4090, 44.8700, -0.5060)
H (4.0950, 45.9790, -0.7220)
H (5.1140, 47.2450, 1.3510)
H (6.1070, 47.0560, 0.0410)
H (6.3310, 46.4530, 2.6560)
H (7.2590, 45.2430, 1.5110)
H (3.0210, 44.9040, 1.2440)
H (4.3020, 43.5060, 1.0320)
C (4.8190, 33.0770, 4.6470)
C (4.4680, 31.9240, 5.5690)
C (5.2230, 30.8020, 5.0980)
S (6.7910, 31.5840, 4.8130)
O (7.2330, 30.9660, 3.5650)
O (7.5540, 31.4380, 5.9290)
C (6.2510, 33.2290, 4.5090)
H (4.5160, 33.9860, 5.1520)
H (4.3890, 32.9590, 3.7360)
H (3.4970, 31.7750, 5.6320)
H (4.7150, 32.2350, 6.6610)
H (4.6850, 30.3230, 4.1570)
H (5.6150, 30.1390, 5.8410)
H (6.3910, 33.6440, 3.6440)
H (6.5330, 33.6640, 5.3520)
C (0.3460, 37.2950, 2.6850)
C (1.3890, 37.4470, 3.7490)
C (1.3730, 36.4150, 4.6060)
S (1.1710, 35.0260, 3.4990)
O (0.2070, 34.2070, 4.0910)
O (2.4170, 34.5750, 3.1030)
C (0.3910, 35.9610, 2.2250)
H (0.4960, 38.0100, 1.7720)
H (-0.7100, 37.4740, 3.2510)
H (1.3630, 38.4440, 4.3210)
H (2.4080, 37.5300, 3.3770)
H (0.7900, 36.3280, 5.5000)
H (2.4860, 36.4860, 5.0610)
H (-0.5830, 35.4570, 2.1210)
H (0.7790, 35.7510, 1.3840)


4.
ORCA calculation (the ωB97M-V functional and the def2-TZVPD basis) on a molecular structure, C21H51BI2NbO10S in a non-equilibrium geometry.

The maximum force comes out at 4.02 eV/Å. For the total energy, the calculation gives -2658.33423 Eh. The HOMO energy comes out at -4.2 eV. As for the total charge: -1. Its HOMO-LUMO gap is 6.113 eV.

Positions of all 87 atoms, in Å:
C (0.8952, -3.3883, -1.6528)
C (1.9352, -2.5927, -2.1200)
Nb (1.7833, -1.9133, -4.2765)
S (3.2010, 0.1053, -3.7845)
I (4.0629, -3.5792, -4.7905)
I (-0.5027, -0.3352, -3.6696)
B (1.6549, -1.3877, -6.5094)
C (3.0112, -0.9534, -7.2935)
O (0.4268, -1.4512, -7.2412)
H (0.1760, -2.9538, -0.9220)
H (0.7933, -4.4085, -2.0954)
H (2.8359, -2.2727, -1.5547)
H (0.6422, -3.2754, -4.6448)
H (4.5099, -0.3084, -3.7402)
H (2.7949, -0.6685, -8.3587)
H (3.5944, -0.1712, -6.7462)
H (3.6578, -1.8706, -7.3254)
H (-0.1385, -2.0452, -6.7291)
C (-2.4757, -1.9800, 0.8874)
O (-1.5826, -2.1873, 1.9652)
C (-0.4202, -1.3706, 1.8819)
C (0.0587, -0.9670, 3.2685)
O (-0.7313, 0.0476, 3.8883)
C (-2.0416, -0.3191, 4.3100)
C (-2.0751, -1.2504, 5.5105)
O (-1.7014, -2.5731, 5.1405)
C (-0.9831, -3.2439, 6.1543)
H (-2.0492, -2.3587, -0.0446)
H (-3.3974, -2.5213, 1.1053)
H (-2.7229, -0.9173, 0.7875)
H (-0.6167, -0.4688, 1.2902)
H (0.3613, -1.9565, 1.3848)
H (1.0518, -0.5233, 3.1544)
H (0.1767, -1.8295, 3.9235)
H (-2.6257, -0.7160, 3.4815)
H (-2.5186, 0.6184, 4.6096)
H (-3.0935, -1.2981, 5.9146)
H (-1.4069, -0.8610, 6.2879)
H (-0.1243, -2.6501, 6.4864)
H (-0.6089, -4.1786, 5.7353)
H (-1.6371, -3.4712, 7.0039)
C (-3.5431, -1.2898, 9.3832)
O (-4.6844, -0.8189, 8.6957)
C (-5.5367, -1.8693, 8.2579)
C (-6.9954, -1.4391, 8.3025)
O (-7.5535, -1.3999, 9.6145)
C (-7.0920, -0.3690, 10.4840)
C (-7.5644, 1.0252, 10.1067)
O (-6.8605, 1.5114, 8.9704)
C (-7.6621, 2.3186, 8.1314)
H (-2.8660, -1.8048, 8.6958)
H (-3.0295, -0.4293, 9.8135)
H (-3.8319, -1.9567, 10.2036)
H (-5.4046, -2.7644, 8.8774)
H (-5.2608, -2.1098, 7.2244)
H (-7.5760, -2.1979, 7.7698)
H (-7.1567, -0.4987, 7.7772)
H (-6.0102, -0.4053, 10.5995)
H (-7.5202, -0.6071, 11.4617)
H (-7.3715, 1.7167, 10.9352)
H (-8.6433, 1.0010, 9.9137)
H (-8.5863, 1.8003, 7.8533)
H (-7.0965, 2.5180, 7.2208)
H (-7.8952, 3.2702, 8.6210)
C (5.0101, 2.9200, -11.8709)
O (5.9213, 2.7176, -10.8110)
C (7.0623, 3.5587, -10.8942)
C (7.5502, 3.9506, -9.5069)
O (6.7483, 4.9369, -8.8630)
C (5.4486, 4.5337, -8.4309)
C (5.4498, 3.5816, -7.2472)
O (5.8476, 2.2768, -7.6458)
C (6.5919, 1.6021, -6.6503)
H (5.4315, 2.5651, -12.8161)
H (4.1057, 2.3535, -11.6477)
H (4.7361, 3.9783, -11.9509)
H (6.8392, 4.4662, -11.4686)
H (7.8500, 2.9966, -11.4109)
H (8.5329, 4.4173, -9.6260)
H (7.6942, 3.0805, -8.8675)
H (4.8633, 4.1384, -9.2590)
H (4.9557, 5.4557, -8.1102)
H (4.4380, 3.5063, -6.8333)
H (6.1185, 3.9711, -6.4704)
H (7.4420, 2.2086, -6.3161)
H (6.9817, 0.6831, -7.0892)
H (5.9521, 1.3456, -5.7997)